(1)
C22H42BrN2OP2Pr | the ωB97M-V functional and the def2-TZVPD basis

Cartesian coordinates (Å):
Pr: -1.556 0.022 -0.066
Br: -0.180 -3.173 5.094
P: -0.005 2.562 -0.579
P: -0.002 -2.466 -0.804
O: 2.389 0.052 -0.768
N: -0.450 -0.027 2.405
N: 0.207 0.145 -2.664
C: 1.998 3.206 1.294
C: -1.680 -4.773 -1.450
C: 1.451 5.074 -0.310
C: -0.225 -0.342 5.243
C: -0.310 1.038 3.242
C: 0.691 1.456 -3.213
C: -0.268 -1.243 2.990
C: 1.511 3.553 -0.116
C: 1.517 -3.494 -0.443
C: 2.011 -3.299 0.994
C: -1.805 -3.898 0.915
C: -0.214 -1.426 4.378
C: -1.677 4.932 -1.004
C: 0.129 -2.374 -2.651
C: -1.560 3.610 -0.240
C: -1.557 -3.536 -0.556
C: -0.239 0.897 4.628
C: 1.455 -4.985 -0.801
C: 0.135 2.650 -2.425
C: -1.815 3.822 1.257
C: 0.684 -1.114 -3.327
C: 1.246 0.040 -0.507
H: -2.367 -2.836 -0.858
H: 2.256 3.159 -0.834
H: 2.216 -2.245 1.218
H: -0.962 -4.443 1.368
H: 0.358 1.544 -4.270
H: -2.370 2.948 -0.618
H: -2.699 5.317 -0.873
H: 0.708 3.564 -2.683
H: -2.690 -4.552 0.980
H: 2.466 -5.404 -0.684
H: 0.352 -1.104 -4.386
H: 2.191 2.132 1.408
H: -0.896 -2.470 -3.035
H: -1.507 4.828 -2.081
H: -1.012 -5.583 -1.139
H: 1.768 1.463 -3.294
H: 2.260 -3.024 -1.117
H: 1.283 3.522 2.066
H: 0.701 -3.260 -2.996
H: -1.511 -4.561 -2.511
H: 1.154 -5.172 -1.838
H: 0.798 5.563 0.424
H: -2.011 2.882 1.798
H: -0.226 -2.110 2.331
H: 1.152 5.374 -1.321
H: 1.764 -1.114 -3.404
H: -0.890 2.779 -2.801
H: -0.201 -0.473 6.329
H: 2.461 5.479 -0.147
H: -0.653 0.173 -3.169
H: -2.715 4.445 1.386
H: -2.025 -3.023 1.545
H: 0.802 -5.549 -0.122
H: -2.703 -5.165 -1.356
H: 1.300 -3.687 1.737
H: -0.983 4.342 1.755
H: 2.944 3.737 1.479
H: -0.236 1.803 5.227
H: -0.297 2.022 2.770
H: -1.008 5.705 -0.613
H: 2.954 -3.854 1.116
H: -3.811 -0.061 0.700

Values from the calculation:
gap between HOMO and LUMO (spin up / spin down): 0.266 / 0.297 hartree
charge: +2
ΔE to the lowest compared entry with this formula, charge and spin: 0.000 eV
expectation value of S²: 2.037
spin multiplicity: 3


(2)
C22H42Cl3N2O3SSiSm | the ωB97M-V functional and the def2-TZVPD basis

Cartesian coordinates (Å):
Sm: -0.251 -0.903 1.302
Cl: 2.153 -1.112 2.341
Cl: -1.852 -2.699 2.452
Cl: 0.296 -3.012 -0.375
S: -0.747 -0.570 4.490
Si: 0.421 -4.973 0.555
O: -2.375 0.015 0.593
O: -0.131 1.362 1.877
O: 0.477 -0.298 -0.861
N: -2.766 0.264 -1.646
N: 0.303 3.579 2.141
C: -1.312 -5.541 0.944
C: 1.112 1.975 -1.410
C: -3.261 1.097 -2.739
C: -1.116 3.919 2.237
C: 0.683 2.318 1.947
C: 0.737 4.735 -1.221
C: 2.028 4.196 -1.203
C: 1.178 -5.968 -0.829
C: -0.175 2.506 -1.401
C: 2.218 2.814 -1.276
C: 1.284 0.466 -1.660
C: 0.499 0.923 -4.015
C: 0.392 0.640 5.170
C: 1.277 4.659 2.210
C: -0.371 3.884 -1.310
C: -2.336 -1.090 -1.997
C: 0.118 0.569 -5.415
C: 1.070 0.082 -3.133
C: 1.526 -1.300 -3.483
C: -2.856 0.661 -0.363
C: -0.027 -2.048 5.231
C: 1.557 -4.841 2.018
H: -1.345 -5.951 1.962
H: 0.959 -1.811 5.640
H: 1.200 -5.503 2.821
H: 1.099 5.404 1.423
H: 0.594 5.818 -1.178
H: 2.901 4.853 -1.134
H: 1.635 -3.814 2.399
H: 2.276 4.231 2.073
H: -0.073 1.624 5.058
H: 0.533 0.409 6.230
H: 2.553 -1.453 -3.119
H: -1.020 1.816 -1.519
H: 0.052 -2.838 4.477
H: -3.394 1.617 -0.216
H: 1.770 2.158 1.857
H: -2.384 -1.740 -1.115
H: -1.301 -1.063 -2.366
H: -0.712 -2.370 6.028
H: -0.181 -0.483 -5.524
H: 0.887 -2.065 -3.018
H: -3.976 0.529 -3.347
H: -2.990 -1.474 -2.786
H: -1.258 4.572 3.107
H: -1.606 -6.332 0.241
H: 1.443 -6.974 -0.472
H: 1.223 5.157 3.189
H: -1.440 4.458 1.334
H: 1.339 0.606 4.622
H: 0.461 -6.064 -1.655
H: -1.699 3.001 2.340
H: -3.750 1.984 -2.317
H: 2.334 0.201 -1.441
H: -0.722 1.198 -5.735
H: -1.386 4.287 -1.327
H: 3.217 2.365 -1.273
H: 0.365 1.977 -3.754
H: 2.563 -5.177 1.722
H: -2.040 -4.719 0.892
H: 2.087 -5.481 -1.216
H: -2.430 1.419 -3.386
H: 0.941 0.759 -6.120
H: 1.520 -1.447 -4.567

Values from the calculation:
gap between HOMO and LUMO (spin up / spin down): 0.311 / 0.311 hartree
ΔE to the lowest compared entry with this formula, charge and spin: 0.109 eV
expectation value of S²: 8.758
spin multiplicity: 6


(3)
C22H42Cl3N2O4SScSi | the ωB97M-V functional and the def2-TZVPD basis

Cartesian coordinates (Å):
Sc: 0.910 1.594 1.428
Cl: 1.867 3.554 0.350
Cl: -1.634 1.663 1.451
Cl: 0.301 0.469 -0.562
S: -0.481 -0.966 3.149
Si: -0.471 1.629 -2.518
O: 0.655 -0.012 2.751
O: 2.687 0.486 0.901
O: 0.773 2.948 3.060
O: -0.810 -1.101 -2.438
N: 0.180 5.167 3.257
N: 3.236 -1.236 -0.490
C: -1.390 3.058 -1.667
C: -1.380 -2.375 -3.002
C: -1.430 -2.304 -0.329
C: -2.412 -2.584 0.662
C: -1.551 -0.034 4.264
C: -0.592 -3.531 -2.949
C: 1.473 5.627 3.734
C: -1.602 1.024 -3.846
C: -0.837 6.189 3.017
C: 2.844 -0.742 0.691
C: -2.175 -2.053 -4.240
C: 0.404 -1.913 4.375
C: 0.204 -3.514 1.011
C: -0.784 -3.881 1.921
C: 3.310 -0.440 -1.717
C: -0.499 -4.497 -4.059
C: -0.103 -2.669 -0.042
C: -2.094 -3.418 1.734
C: -1.801 -1.714 -1.635
C: -0.051 3.905 2.936
C: 3.458 -2.661 -0.648
C: 1.162 2.383 -3.103
H: -2.296 0.491 3.653
H: 0.170 -4.098 -4.835
H: -2.784 -1.215 -1.652
H: 4.124 -0.842 -2.331
H: 2.034 1.979 -2.578
H: -1.070 0.409 -4.580
H: 0.064 -3.687 -2.098
H: 3.483 0.615 -1.493
H: 2.661 -1.501 1.478
H: 1.307 6.286 4.586
H: -0.279 -2.639 4.817
H: -2.986 -1.372 -3.991
H: -0.964 0.691 4.845
H: 3.357 -3.136 0.332
H: 1.221 -2.434 3.867
H: -1.996 1.910 -4.367
H: -2.054 -0.747 4.929
H: -2.277 2.701 -1.122
H: -2.467 0.481 -3.444
H: 1.970 6.195 2.942
H: 2.712 -3.086 -1.337
H: -1.760 5.711 2.665
H: -2.621 -2.956 -4.655
H: -2.870 -3.724 2.445
H: -0.508 6.917 2.265
H: -0.748 3.590 -0.947
H: 1.225 -3.878 1.131
H: 1.159 3.464 -2.894
H: 1.315 2.253 -4.183
H: 2.374 -0.537 -2.293
H: 2.060 4.755 4.008
H: 4.464 -2.846 -1.048
H: -1.706 3.783 -2.442
H: -1.468 -4.741 -4.522
H: 0.674 -2.302 -0.716
H: -0.542 -4.558 2.740
H: -1.541 -1.608 -5.020
H: -1.043 3.738 2.464
H: 0.802 -1.232 5.140
H: -1.054 6.749 3.935
H: -0.071 -5.432 -3.679
H: -3.439 -2.195 0.542

Values from the calculation:
gap between HOMO and LUMO (spin up / spin down): 0.149 / 0.149 hartree
ΔE to the lowest compared entry with this formula, charge and spin: 3.250 eV
spin multiplicity: 1


(4)
C22H42N2O6P2RuTe | the ωB97M-V functional and the def2-TZVPD basis

Cartesian coordinates (Å):
Te: -3.066 2.733 0.822
Ru: -1.584 0.810 0.650
P: 1.100 0.366 -1.524
P: -1.556 -1.174 -1.740
O: 2.349 -0.577 -1.266
O: 1.485 1.538 -2.491
O: -2.452 -1.826 -2.842
O: -1.187 -2.324 -0.742
O: -2.311 -0.024 -1.151
O: 0.494 0.830 -0.171
N: -1.035 0.843 2.657
N: -1.277 0.512 4.841
C: -0.067 -0.575 -2.573
C: 2.260 2.349 3.804
C: 0.369 -2.588 1.030
C: -0.773 -3.395 -3.589
C: 0.521 3.753 -2.115
C: 0.119 1.390 3.277
C: 0.013 1.070 4.678
C: 1.808 2.968 -2.278
C: 1.287 1.948 2.864
C: -2.091 -3.124 1.263
C: 4.689 -0.130 -0.765
C: -2.721 3.713 2.694
C: -2.258 -3.208 -3.353
C: 0.899 1.529 5.604
C: 2.612 3.421 -3.463
C: -2.790 -4.268 -2.408
C: 2.055 2.197 5.168
C: 4.023 -2.319 -1.894
C: -1.055 -2.205 0.708
C: 3.788 -0.799 -1.776
C: -1.836 0.449 3.622
C: -4.984 1.828 1.289
H: 3.479 2.813 -3.576
H: -5.810 2.489 1.162
H: -1.965 -4.202 0.990
H: -0.397 -2.789 -4.425
H: 4.875 -0.786 0.102
H: -0.402 0.123 -3.357
H: -2.827 4.771 2.466
H: 5.136 -2.507 -2.083
H: -2.766 -3.200 -4.332
H: -0.053 3.620 -3.034
H: -0.151 -3.281 -2.685
H: 3.788 -0.344 -2.758
H: 3.470 -2.730 -2.777
H: 2.387 3.000 -1.328
H: 0.711 4.815 -1.946
H: 3.193 2.729 3.441
H: 0.412 -1.428 -3.063
H: 3.703 -2.854 -0.952
H: 0.545 -2.603 2.137
H: 0.574 -3.629 0.745
H: -4.990 1.309 2.262
H: -3.779 -4.141 -1.939
H: 5.689 0.005 -1.153
H: -2.819 0.029 3.502
H: -0.623 -4.464 -3.925
H: 1.148 -1.969 0.617
H: -3.455 3.410 3.437
H: 1.998 3.341 -4.380
H: -5.148 1.033 0.484
H: -3.071 -2.816 0.842
H: -2.059 -3.104 2.360
H: 4.303 0.851 -0.470
H: 2.855 4.502 -3.421
H: -1.689 3.485 2.999
H: -0.096 3.390 -1.251
H: 0.732 1.273 6.676
H: -2.060 -4.371 -1.619
H: -1.340 -1.152 0.980
H: 2.783 2.477 5.917
H: -2.840 -5.213 -3.002
H: -1.744 0.378 5.732
H: 1.472 2.029 1.794

Values from the calculation:
gap between HOMO and LUMO (spin up / spin down): 0.258 / 0.167 hartree
charge: +4
expectation value of S²: 6.040
spin multiplicity: 5